1.
Entry from OMol25: a 3-piece molecular cluster, C16H38FN4O5P2 overall (ωB97M-V with the def2-TZVPD basis set).

Last column: Mulliken charge in e.
Atoms and positions in Å:
C  6.11162  -3.06146  1.01201  -1.1120
C  5.95200  -1.81795  0.03218  0.4677
O  6.89504  -0.77934  0.30835  -0.3990
C  6.53194  0.44649  -0.36392  -0.4586
C  5.49751  1.21455  0.56152  -0.4335
O  4.40412  1.83665  -0.19014  -0.4391
C  3.19603  1.37365  0.43720  0.0676
C  1.89766  2.08625  -0.13258  -0.3977
O  1.21501  1.19262  -1.05634  -0.3259
C  -0.19167  1.16387  -0.85273  -0.7567
P  -0.74593  -0.31865  0.22203  1.0952
F  -2.37480  -0.00249  0.52932  -0.2770
N  -0.70566  -1.74819  -0.71129  -0.2050
C  0.35362  -2.51735  -0.49856  0.1641
C  1.85954  -2.08894  -0.52819  -0.9154
C  0.04910  -4.04515  -0.15919  -1.1826
P  0.22665  -0.43021  2.17660  0.1683
N  0.80855  -1.85778  2.57601  -0.6566
H  5.38898  -3.00171  1.88176  0.2801
H  6.02348  -4.05625  0.47459  0.3027
H  7.15470  -3.04122  1.46668  0.3130
H  6.02405  -2.20595  -1.03850  0.3241
H  4.88507  -1.43095  0.14941  -0.3642
H  6.10716  0.20341  -1.38410  0.2815
H  7.50142  1.01627  -0.50729  0.2745
H  5.98362  2.03581  1.17011  0.3180
H  5.08882  0.46179  1.30139  0.3740
H  3.14772  0.24711  0.28955  -0.1248
H  3.18857  1.55127  1.56797  0.3395
H  2.15637  3.07257  -0.63112  0.2827
H  1.18701  2.24794  0.74208  0.3358
H  -0.71055  1.01694  -1.85980  0.4120
H  -0.61270  2.11997  -0.41860  0.4888
H  2.09069  -1.20017  -1.17860  0.4461
H  2.43289  -2.96801  -0.97686  0.4879
H  2.30616  -1.95523  0.51219  0.1488
H  0.97093  -4.60261  0.16241  0.3708
H  -0.79843  -4.11235  0.59435  0.2929
H  -0.36834  -4.52824  -1.10598  0.3756
H  1.25559  0.58043  2.21082  0.0792
H  -0.76634  -0.07924  3.16827  0.1842
H  0.33819  -2.21075  3.41715  0.2687
C  -4.87455  4.82856  2.49276  -1.3220
C  -3.96107  3.65128  2.27899  0.8891
O  -2.81642  3.62545  2.71438  -0.6554
N  -4.44107  2.59063  1.57595  -0.0457
C  -5.75202  2.42356  0.98131  -0.8757
H  -4.35110  5.59062  3.06752  0.2909
H  -5.16474  5.25788  1.53216  0.3595
H  -5.75970  4.52027  3.05177  0.3751
H  -3.77191  1.84228  1.47486  0.0660
H  -6.21843  1.53687  1.41557  0.2858
H  -5.62750  2.26954  -0.09283  0.2581
H  -6.39147  3.28583  1.14959  0.3775
C  -3.60538  -1.33864  -1.61759  -0.4605
C  -3.31025  -0.52450  -2.84785  0.7745
O  -2.23171  0.04512  -3.00532  -0.6909
N  -4.27401  -0.42874  -3.79560  -0.2061
C  -5.59687  -1.02125  -3.79302  -0.8665
H  -2.73433  -1.31378  -0.96325  -0.4309
H  -4.45784  -0.91510  -1.08273  0.3566
H  -3.80745  -2.37630  -1.89015  0.4399
H  -4.00195  0.13333  -4.58948  0.2578
H  -5.68768  -1.66714  -4.66803  0.3002
H  -6.33427  -0.21974  -3.86461  0.2881
H  -5.78368  -1.60345  -2.89452  0.3392

Calculated values
E_HOMO, hartree: -0.433
Relative energy (zero: lowest compared OMol25 entry of this formula, charge and spin), kJ/mol: 248.0
Spin multiplicity: 1
Net charge: +1

***

2.
Entry from OMol25: C16H38N4O2Si2 as an isolated structure (ωB97M-V with the def2-TZVPD basis set).

Last column: Mulliken charge in e.
Atoms and positions in Å:
C  5.49867  3.07162  0.60110  -1.0111
C  4.32220  4.16360  0.63842  -0.4433
C  2.95474  3.38142  0.49975  -0.9434
C  1.66782  4.30360  0.78531  0.0842
N  1.01377  3.99859  2.08174  -0.3784
C  -0.29253  3.32092  1.93304  1.1147
O  -0.64162  2.84093  3.25451  -0.6059
C  -1.36628  4.43274  1.59376  -1.0794
C  -2.49809  3.94626  0.56734  -0.5469
N  -1.71498  3.46678  -0.64156  0.0339
C  -1.22039  2.10478  -0.29272  -0.5927
N  -0.57756  1.39054  -1.43104  -0.4313
C  0.28338  2.08682  -1.98735  0.6779
O  0.90011  2.90284  -2.53953  -0.4021
C  -0.28789  2.03848  0.98063  -0.5647
H  6.00971  3.04215  -0.40611  0.2822
H  5.09816  2.03182  0.79239  0.3006
H  6.26741  3.34618  1.38030  0.2887
H  4.36270  4.79769  1.56307  0.3573
H  4.44792  4.77350  -0.29801  0.3016
H  2.97010  2.45858  1.15242  0.4096
H  2.91153  2.98938  -0.56375  0.2143
H  2.06532  5.36484  0.77550  0.4861
H  1.00803  4.18884  -0.11862  -0.4263
H  1.62288  3.31805  2.54710  0.4002
H  0.08528  2.27661  3.58964  0.4014
H  -0.91900  5.36696  1.14098  0.2864
H  -1.92906  4.78317  2.50637  0.4059
H  -3.19282  4.78688  0.29679  0.4167
H  -3.07549  3.11081  1.05136  0.3474
H  -2.30764  3.44906  -1.49032  0.4056
H  -0.98389  4.17746  -0.78884  0.3964
H  -2.13585  1.48479  -0.05461  0.5078
H  0.75265  1.74692  0.64479  -0.0169
H  -0.64436  1.15279  1.58684  0.3054
C  1.22551  -2.03370  -0.53658  -0.8585
Si  -0.33585  -3.01748  -0.97037  0.0743
C  -0.37962  -3.18214  -2.84693  -1.0736
C  -1.81245  -1.96748  -0.42806  -0.4852
N  -0.25849  -4.51591  -0.17262  -0.2646
Si  -1.49322  -5.69024  -0.31465  0.1719
C  -1.72943  -6.30322  -2.08127  -1.0474
C  -3.15929  -5.09017  0.33431  -1.0484
C  -1.00224  -7.18843  0.72823  -1.0149
H  1.21103  -1.05700  -1.03853  0.0693
H  1.28703  -1.86360  0.54183  0.2264
H  2.12065  -2.56964  -0.85894  0.3184
H  -0.19506  -2.20797  -3.32021  0.3416
H  -1.35051  -3.53419  -3.19927  0.3164
H  0.39174  -3.87263  -3.19446  0.2620
H  -1.88853  -1.93920  0.66230  0.2833
H  -2.75039  -2.34980  -0.83459  0.3769
H  -1.69769  -0.93436  -0.78673  -0.2329
H  -2.21779  -5.55376  -2.70756  0.3093
H  -2.36108  -7.19865  -2.09154  0.3582
H  -0.76939  -6.56459  -2.53255  0.2497
H  -3.05011  -4.63149  1.31990  0.2438
H  -3.85526  -5.93154  0.43048  0.3635
H  -3.61908  -4.36473  -0.34066  0.3086
H  -0.88840  -6.90741  1.77835  0.2476
H  -0.05897  -7.61170  0.37558  0.2493
H  -1.77202  -7.96556  0.66258  0.2733

Calculated values
E_HOMO, hartree: -0.189
Spin multiplicity: 1
Net charge: 0

***

3.
Entry from OMol25: a 5-piece molecular cluster, C16H38O8P overall (ωB97M-V with the def2-TZVPD basis set).

Last column: Mulliken charge in e.
Atoms and positions in Å:
O  5.87580  1.58325  0.30904  -0.4929
C  5.62679  0.71521  -0.46683  0.0775
O  4.59642  -0.13230  -0.38739  -0.0911
C  4.54325  -0.93389  0.80677  -0.3739
C  3.11953  -1.35386  1.15076  -0.7638
P  1.90197  -1.65446  -0.23220  -0.2474
C  0.90009  -0.03699  -0.05170  0.3390
O  1.31414  0.98649  -0.59546  -0.6564
O  -0.10208  -0.23577  0.69367  -0.5762
H  6.24721  0.53603  -1.35301  0.3028
H  5.14311  -1.82738  0.64400  0.2562
H  4.97006  -0.35069  1.61575  0.3850
H  3.17195  -2.28595  1.70277  0.4707
H  2.67730  -0.61948  1.81722  0.2626
H  2.70278  -1.30659  -1.34341  -0.0706
C  5.94501  -2.33591  -2.50140  -0.9186
C  5.73931  -3.83182  -2.33029  0.3128
C  5.10954  -4.45910  -3.56539  -1.3410
O  4.95614  -4.09874  -1.16928  -0.5274
H  4.98283  -1.83904  -2.64849  0.2736
H  6.39360  -1.91431  -1.60241  0.1201
H  6.58744  -2.10780  -3.35421  0.4265
H  6.69939  -4.31241  -2.13211  0.2887
H  4.12644  -4.01865  -3.74933  0.3340
H  4.97502  -5.53151  -3.42288  0.3266
H  5.72720  -4.29815  -4.45068  0.3698
H  4.09293  -3.67920  -1.27861  0.3464
C  -2.92265  2.09549  -0.55410  -1.1141
C  -2.92348  1.97999  0.96431  0.4498
C  -1.88237  2.90502  1.58406  -1.2120
O  -2.70422  0.64102  1.36973  -0.5196
H  -1.94872  1.80062  -0.95075  0.3488
H  -3.67335  1.43306  -0.98538  0.1664
H  -3.13771  3.11658  -0.87966  0.3683
H  -3.91586  2.24083  1.34897  0.2746
H  -0.88694  2.62098  1.23491  0.2042
H  -1.89679  2.82277  2.67325  0.2777
H  -2.06106  3.94845  1.31157  0.4304
H  -1.82331  0.37262  1.02395  0.4733
C  0.53954  0.24088  4.91136  -1.3149
C  -0.33432  -0.68288  4.07623  1.2152
C  -1.81185  -0.48075  4.36046  -1.3748
O  0.06180  -2.04625  4.28420  -0.5714
H  0.42180  0.01665  5.97769  0.3805
H  1.59003  0.10514  4.65353  0.3219
H  0.27464  1.28704  4.74979  0.3191
H  -0.15932  -0.49341  3.01563  -0.2241
H  -2.05031  -0.68737  5.41172  0.4486
H  -2.41996  -1.13152  3.73560  0.3122
H  -2.08791  0.54849  4.13704  0.1782
H  -0.08222  -2.24266  5.21578  0.3374
C  -6.93036  2.37849  -1.58568  -1.1322
C  -6.49756  2.82315  -2.97527  0.4172
C  -7.51412  2.42925  -4.03787  -1.3055
O  -5.20977  2.30791  -3.28615  -0.5277
H  -7.01736  1.28925  -1.54854  0.3325
H  -6.19043  2.67657  -0.84350  0.1931
H  -7.89604  2.80819  -1.31272  0.4073
H  -6.37120  3.90712  -2.98295  0.2384
H  -7.61987  1.34144  -4.07143  0.3446
H  -7.18659  2.76419  -5.02217  0.3118
H  -8.49484  2.86068  -3.82987  0.3676
H  -5.26047  1.34600  -3.27866  0.3444

Calculated values
E_HOMO, hartree: -0.164
Spin multiplicity: 1
Net charge: -1

***

| no. | gap between HOMO and LUMO (eV) |
| --- | --- |
| 1 | 7.34 |
| 2 | 3.70 |
| 3 | 7.09 |